1.
Molecular formula: C42H60BiBrNO3S4Sb
Method: DFT, ωB97M-V/def2-TZVPD

Each line ends with the Löwdin charge.
CARTESIAN COORDINATES (ANGSTROEM)
1 Bi 1.324417 -2.626926 0.101347  1.320
2 C 2.371350 2.535448 4.316959  -0.051
3 C 3.204792 2.890089 3.076062  -0.557
4 C 2.564745 4.095102 2.373550  -0.051
5 C 4.601346 3.297258 3.546030  -0.079
6 C 3.239186 1.697628 2.117030  -0.178
7 C 2.038925 1.174846 1.655185  0.024
8 C 2.023995 0.115505 0.753068  -0.235
9 N 0.889211 -0.479937 0.201798  -0.049
10 C -0.390118 -0.234577 0.723449  -0.207
11 C -0.946380 1.031887 0.738040  -0.004
12 C -2.199091 1.267448 1.296003  -0.180
13 C -2.868177 0.181198 1.847240  0.007
14 C -2.369499 -1.126040 1.811953  -0.083
15 C -1.140682 -1.352026 1.165657  -0.276
16 O -0.655564 -2.580631 0.994309  -0.293
17 C -3.113880 -2.282559 2.492155  -0.533
18 C -4.383013 -1.804544 3.203936  -0.085
19 C -2.195058 -2.918114 3.548000  -0.037
20 C -3.530855 -3.350601 1.474631  -0.048
21 C -2.763527 2.688563 1.293517  -0.556
22 C -2.870145 3.200269 -0.149109  -0.046
23 C -1.830417 3.616120 2.082851  -0.052
24 C -4.153692 2.759736 1.924417  -0.075
25 C 3.244065 -0.494457 0.357486  -0.349
26 O 3.162204 -1.564126 -0.423339  -0.276
27 C 4.464176 0.006946 0.835322  -0.092
28 C 4.430538 1.114769 1.681368  0.011
29 C 5.777312 -0.646199 0.396874  -0.530
30 C 5.811049 -2.123764 0.821480  -0.063
31 C 6.991357 0.045388 1.020938  -0.085
32 C 5.916572 -0.544247 -1.130186  -0.045
33 H 2.369983 3.368215 5.028439  0.075
34 H 1.335649 2.314605 4.053174  0.074
35 H 2.780616 1.652955 4.813445  0.091
36 H 2.498683 4.950462 3.055180  0.078
37 H 3.156697 4.388730 1.503114  0.087
38 H 1.557252 3.856998 2.027497  0.060
39 H 4.519855 4.128402 4.252844  0.076
40 H 5.109813 2.472227 4.050295  0.086
41 H 5.227309 3.624171 2.712222  0.081
42 H 1.095201 1.590293 1.985858  0.095
43 H -0.364202 1.840569 0.307870  0.109
44 H -3.822429 0.347039 2.322235  0.075
45 H -4.164815 -1.058727 3.973116  0.081
46 H -5.108829 -1.378999 2.505202  0.079
47 H -4.853376 -2.661940 3.692734  0.077
48 H -1.919962 -2.178464 4.305061  0.088
49 H -2.711809 -3.745410 4.045624  0.081
50 H -1.282296 -3.308442 3.099884  0.075
51 H -4.159870 -2.915102 0.691904  0.083
52 H -2.663898 -3.801655 1.001063  0.044
53 H -4.102887 -4.136171 1.980516  0.080
54 H -1.892890 3.235093 -0.634711  0.074
55 H -3.507295 2.539645 -0.739305  0.072
56 H -3.297320 4.208849 -0.169731  0.078
57 H -0.828592 3.628857 1.648494  0.061
58 H -2.212240 4.643112 2.083583  0.078
59 H -1.740378 3.277912 3.118189  0.089
60 H -4.864939 2.120320 1.396576  0.084
61 H -4.135762 2.454460 2.973418  0.083
62 H -4.522354 3.788512 1.878853  0.077
63 H 5.367457 1.525302 2.025912  0.076
64 H 5.553507 -2.240471 1.876058  0.081
65 H 5.111778 -2.732709 0.255293  0.058
66 H 6.815600 -2.531786 0.667954  0.079
67 H 6.970700 -0.009273 2.112528  0.084
68 H 7.895930 -0.462915 0.678096  0.076
69 H 7.065695 1.096433 0.727866  0.077
70 H 5.060142 -0.994554 -1.630942  0.075
71 H 5.993639 0.502552 -1.440859  0.082
72 H 6.821414 -1.068667 -1.455599  0.079
73 C -4.657992 0.931454 -3.298228  -0.056
74 C -4.440007 -0.485797 -3.842887  -0.558
75 C -5.612424 -1.354239 -3.384920  -0.073
76 C -4.443994 -0.434755 -5.377131  -0.054
77 C -3.100663 -1.036187 -3.352358  -0.184
78 C -2.961154 -2.288689 -2.775252  -0.095
79 C -1.711470 -2.725496 -2.379001  -0.565
80 Br -1.570092 -4.506257 -1.750313  0.791
81 C -0.528663 -1.966725 -2.486483  -0.377
82 O 0.594464 -2.478370 -2.014923  -0.334
83 C -0.658137 -0.713101 -3.153694  -0.070
84 C -1.931758 -0.307156 -3.544579  -0.012
85 C 0.489470 0.209944 -3.617290  -0.522
86 C 0.198353 1.663116 -3.200501  -0.048
87 C 0.553137 0.127604 -5.151199  -0.053
88 C 1.876896 -0.116773 -3.078129  -0.056
89 H -5.647590 1.301516 -3.586451  0.078
90 H -3.913898 1.631292 -3.682988  0.075
91 H -4.588170 0.938076 -2.209620  0.079
92 H -6.551912 -0.903619 -3.717060  0.077
93 H -5.640795 -1.441970 -2.296146  0.088
94 H -5.558407 -2.361277 -3.804321  0.080
95 H -5.386276 -0.017484 -5.749250  0.077
96 H -4.319294 -1.437343 -5.793219  0.086
97 H -3.623924 0.184156 -5.747177  0.075
98 H -3.805665 -2.946115 -2.621271  0.086
99 H -2.014039 0.640218 -4.065384  0.091
100 H -0.705093 2.074814 -3.655651  0.067
101 H 1.036809 2.298293 -3.499908  0.079
102 H 0.094858 1.728805 -2.114070  0.077
103 H -0.388700 0.437871 -5.612592  0.070
104 H 0.763324 -0.897619 -5.465103  0.090
105 H 1.352987 0.772608 -5.529650  0.078
106 H 1.890811 -0.108575 -1.997116  0.052
107 H 2.573215 0.648617 -3.439463  0.084
108 H 2.234052 -1.092368 -3.402815  0.090
109 S 4.968251 -5.777495 1.584343  -0.270
110 Sb 2.751412 -5.337226 1.615431  -0.152
111 S 2.284768 -3.095951 2.421883  0.000
112 S 1.980805 -4.855565 -0.689730  0.020
113 S 1.320586 -6.822113 2.537246  -0.294

Forces on atoms 1 to 6 (eV/Å):
Bi -0.1 0.4 -0.4
C 0.0 0.0 0.0
C 0.0 0.0 0.0
C 0.0 0.0 0.0
C 0.0 0.0 0.0
C 0.1 0.0 0.0

The total energy comes out at -177927.4981 eV. The highest occupied orbital energy comes out at -2.5 eV. The calculation puts the molar mass at 1165.86 g/mol. Its frontier orbital gap is 0.214 Ha. Its relative energy (zero: lowest compared OMol25 entry of this formula, charge and spin) is 0.211 eV. As for the charge: -2. As for the LUMO energy: 0.1222 Ha.

***

2.
Molecular formula: C42H60N7O2PS3Sr
Method: DFT, ωB97M-V/def2-TZVPD

Each line ends with the Löwdin charge.
CARTESIAN COORDINATES (ANGSTROEM)
1 Sr 0.627573 -1.386120 -0.645980  1.167
2 S -2.438097 -2.143654 -0.619879  0.490
3 C -2.149580 -3.378018 -1.773737  -1.216
4 S -0.569618 -3.993662 -1.900166  0.512
5 C -3.181106 -3.864165 -2.600993  -0.420
6 C -2.973210 -4.875206 -3.576728  -0.313
7 N -2.859641 -5.687402 -4.392730  0.089
8 C -4.504990 -3.350607 -2.520036  -0.308
9 N -5.596699 -2.968924 -2.490096  0.094
10 S 2.276886 -0.771427 4.249143  0.537
11 C 0.628621 -0.510421 4.444780  -0.801
12 N -0.299903 -1.198948 3.727007  0.062
13 C -1.630313 -1.030671 3.832427  -0.087
14 C -2.161663 -0.164054 4.735627  -0.087
15 C -1.260139 0.586980 5.512954  -0.080
16 C 0.085910 0.424786 5.372011  -0.113
17 H 0.009048 -1.835649 2.980416  0.084
18 H -2.219747 -1.613094 3.136545  0.132
19 H -3.230415 -0.033771 4.806175  0.094
20 H -1.638573 1.316954 6.219616  0.100
21 H 0.790070 1.009299 5.945508  0.090
22 O -0.520155 1.095615 2.032720  -0.185
23 C -0.554630 0.435513 0.974436  -0.553
24 N 2.069349 -4.907127 2.049808  0.127
25 C 1.806457 -3.574151 2.063661  -0.196
26 N 0.555180 -3.301556 1.815516  0.084
27 C -0.068084 -4.535986 1.631051  -0.240
28 C -1.391776 -4.844088 1.333848  -0.045
29 C -1.720990 -6.178203 1.199437  -0.083
30 C -0.764614 -7.193230 1.345702  -0.103
31 C 0.555951 -6.903483 1.633729  -0.039
32 C 0.877320 -5.558454 1.772784  -0.201
33 H 2.972603 -5.322223 2.182938  0.151
34 H 2.549837 -2.826997 2.302298  0.082
35 H -2.112004 -4.056307 1.148911  0.050
36 H -2.735000 -6.442992 0.929681  0.103
37 H -1.062858 -8.225295 1.209144  0.092
38 H 1.300846 -7.683415 1.732381  0.097
39 C 2.134236 2.067110 -3.210318  -0.148
40 O 1.318077 1.337177 -2.314127  -0.173
41 H 1.820484 1.890182 -4.244900  0.074
42 H 3.186392 1.787314 -3.109401  0.079
43 H 2.045695 3.138554 -3.004096  0.068
44 H 1.913567 0.699254 -1.873433  0.008
45 C 7.605510 1.068313 -1.301800  -0.076
46 C 6.216072 1.003241 -0.713824  -0.309
47 C 5.863753 1.839998 0.333189  -0.061
48 C 4.572819 1.755514 0.868183  -0.284
49 C 4.152065 2.629715 2.022658  -0.052
50 C 3.676397 0.854095 0.344445  -0.007
51 C 3.985409 -0.020964 -0.733721  -0.298
52 C 5.304748 0.090532 -1.239286  -0.022
53 N 2.943840 -0.810712 -1.143799  -0.161
54 C 2.907681 -1.921436 -2.054815  -0.628
55 C 1.732043 -1.808113 -3.171500  -0.114
56 C 4.137172 -2.188457 -2.930703  -0.086
57 C 2.728189 -3.276406 -1.236944  -0.115
58 H 8.198137 1.849451 -0.823480  0.061
59 H 7.572632 1.277696 -2.374107  0.069
60 H 8.133157 0.119320 -1.174280  0.070
61 H 6.580901 2.545927 0.739562  0.092
62 H 4.990790 3.219127 2.398305  0.062
63 H 3.755732 2.023883 2.839882  0.064
64 H 3.358237 3.317259 1.721764  0.073
65 H 2.681997 0.778325 0.777840  0.107
66 H 5.644360 -0.531528 -2.050975  0.070
67 H 2.145925 -1.347292 -4.069875  0.076
68 H 0.803159 -1.239884 -3.028021  0.031
69 H 1.386419 -2.821518 -3.380209  0.033
70 H 4.396585 -1.304755 -3.514350  0.078
71 H 3.920280 -3.002458 -3.625391  0.082
72 H 4.998122 -2.479879 -2.327165  0.079
73 H 1.767459 -3.560681 -0.781307  -0.030
74 H 3.487428 -3.281902 -0.452117  0.080
75 H 2.903675 -4.102578 -1.931241  0.082
76 C -2.237363 5.118291 -0.086361  -0.092
77 C -1.370119 3.865389 -0.260436  -0.579
78 C -0.652063 3.968745 -1.614800  -0.099
79 C -0.246479 3.879090 0.787313  -0.088
80 P -2.284596 2.200473 -0.169302  1.017
81 N -1.345254 0.921054 -0.095848  -0.210
82 C -3.254372 1.998627 -1.777275  -0.574
83 C -2.290873 1.478619 -2.864273  -0.087
84 C -3.964455 3.254039 -2.300654  -0.092
85 C -4.320832 0.904111 -1.605113  -0.105
86 C -3.558544 2.303938 1.240531  -0.565
87 C -4.801813 3.152332 0.937218  -0.094
88 C -3.996622 0.855389 1.528316  -0.085
89 C -2.941695 2.846331 2.542931  -0.099
90 H -1.600560 5.992078 -0.265709  0.081
91 H -2.646371 5.219455 0.916682  0.057
92 H -3.061165 5.163768 -0.798091  0.055
93 H 0.059132 4.799738 -1.554469  0.083
94 H -1.327180 4.181727 -2.441231  0.058
95 H -0.093293 3.058595 -1.827272  0.052
96 H 0.340273 4.793998 0.637846  0.080
97 H 0.411017 3.021958 0.662735  0.071
98 H -0.608471 3.863338 1.810023  0.063
99 H -1.632398 2.251042 -3.253536  0.058
100 H -2.890716 1.094496 -3.693991  0.084
101 H -1.686600 0.664172 -2.472596  0.056
102 H -3.280677 4.045228 -2.601553  0.053
103 H -4.676217 3.668703 -1.586423  0.056
104 H -4.528746 2.959249 -3.190966  0.085
105 H -3.906075 -0.013599 -1.188555  0.011
106 H -4.709510 0.648110 -2.594137  0.086
107 H -5.169178 1.230552 -1.004227  0.055
108 H -5.406474 2.753574 0.125206  0.052
109 H -4.556022 4.189806 0.708059  0.058
110 H -5.429474 3.156847 1.835128  0.082
111 H -4.704365 0.476071 0.795019  0.061
112 H -4.480466 0.827179 2.510030  0.077
113 H -3.137643 0.185719 1.546006  0.051
114 H -2.720846 3.912096 2.494698  0.056
115 H -2.037831 2.296192 2.802654  0.051
116 H -3.686056 2.710207 3.335876  0.075

Forces on atoms 1 to 6 (eV/Å):
Sr -2.4 0.1 1.4
S -0.1 0.2 0.0
C -0.5 0.1 0.1
S 0.7 -0.4 -0.2
C 0.0 0.1 0.1
C 0.0 0.0 0.0

The total energy comes out at -101687.0967 eV. The highest occupied orbital energy comes out at -1.4 eV. The calculation puts the molar mass at 909.78 g/mol. Its frontier orbital gap is 0.198 Ha. Its relative energy (zero: lowest compared OMol25 entry of this formula, charge and spin) is 1.773 eV. As for the charge: -2. As for the LUMO energy: 0.1447 Ha.